The following is a quantum chemistry calculation of a molecular structure, C44H92F16N13O37S16, from the Open Molecules 2025 dataset.

```
218
Properties=species:S:1:pos:R:3:forces:R:3:lowdin_charge:R:1
C 10.355639 14.370177 24.535300 1.35 0.78 -1.97 0.004
C 11.772834 15.021105 24.213009 0.24 0.43 1.75 -0.373
C 12.651671 14.154831 23.303710 -0.10 0.15 -1.02 -0.105
C 13.912118 14.910360 22.864936 -0.10 0.54 -0.61 -0.158
C 13.527329 16.172234 22.092078 0.05 0.84 -0.36 -0.080
C 12.714835 17.262925 22.943750 0.05 -1.29 -1.23 -0.406
N 11.594880 16.460672 23.577363 0.42 -2.86 -0.15 0.009
O 10.482241 16.777043 23.526031 -1.44 1.76 -0.28 0.214
C 12.088097 18.347661 22.067931 0.37 -0.74 -0.65 -0.008
C 13.559201 17.894202 24.025618 0.88 -0.20 1.33 -0.011
C 12.517586 15.349338 25.533570 -0.22 -1.08 -0.14 -0.012
H 10.630860 13.352856 24.751696 -0.11 -0.45 0.41 0.085
H 9.728748 14.349386 23.631913 0.33 0.02 0.15 0.077
H 9.774571 14.828118 25.316858 0.21 0.27 0.49 0.076
H 12.009608 14.021045 22.427496 0.28 -0.67 -0.09 0.104
H 12.903861 13.180996 23.778930 -0.41 0.70 -0.17 0.148
H 14.648253 14.381927 22.221866 -0.81 -0.28 0.46 0.139
H 14.454798 15.232184 23.724604 0.64 -0.05 0.58 0.047
H 13.048178 15.888496 21.119289 -0.16 0.49 0.94 0.145
H 14.439629 16.737591 21.808853 -0.30 -0.31 0.17 0.112
H 11.476255 18.958680 22.683544 -0.92 0.56 0.46 0.081
H 11.500863 17.932045 21.217448 0.45 0.40 0.66 0.080
H 12.876169 19.034318 21.726930 -0.08 -0.53 -0.18 0.102
H 14.100225 18.664931 23.504125 0.41 0.37 0.01 0.090
H 14.302509 17.268228 24.580618 -0.61 0.27 -0.93 0.080
H 12.976839 18.382305 24.816265 -0.21 0.02 -0.33 0.104
H 11.928675 16.054695 26.141274 0.48 -0.34 0.02 0.102
H 13.534773 15.653643 25.338088 -0.02 0.58 0.13 0.043
H 12.699320 14.376931 26.028925 -0.63 0.45 0.15 0.111
C 21.468289 11.484561 13.121074 -1.18 0.44 0.70 0.004
C 20.212604 11.706579 13.972931 -0.29 0.07 0.36 -0.377
C 19.068491 10.704277 13.667222 1.28 -0.95 1.82 -0.114
C 17.926172 10.730806 14.667858 -1.56 -0.69 -1.54 -0.173
C 18.392536 10.243673 16.013355 -0.39 -0.06 -0.39 -0.123
C 19.425296 11.205369 16.581520 -0.13 0.75 -0.33 -0.383
N 20.550112 11.401590 15.445217 -5.19 0.49 -0.90 0.004
O 21.600617 11.128958 15.740428 4.81 -1.18 0.97 0.184
C 20.093870 10.571388 17.737721 0.14 0.09 -0.17 -0.024
C 18.813730 12.570854 17.002201 -0.45 -1.34 -0.68 0.027
C 19.794565 13.202321 13.913850 1.93 -1.00 1.57 0.031
H 21.914856 10.524474 13.273003 -0.15 -0.95 -0.36 0.082
H 22.231428 12.137316 13.476756 0.61 0.98 -0.10 0.078
H 21.138094 11.717596 12.102637 0.49 -0.30 0.12 0.113
H 19.492577 9.663964 13.631341 -0.14 0.81 -0.07 0.142
H 18.679030 10.929458 12.737643 -0.62 0.52 -2.21 0.082
H 17.176862 9.973037 14.286183 0.57 0.94 0.31 0.147
H 17.433117 11.717430 14.540337 0.04 -0.55 0.82 0.116
H 18.828551 9.241380 15.773456 0.04 0.62 0.64 0.139
H 17.586908 10.087502 16.771576 0.57 0.35 -0.60 0.126
H 20.668608 11.303559 18.272659 0.91 -0.10 0.26 0.090
H 20.566346 9.641093 17.452881 0.66 0.02 0.12 0.105
H 19.292758 10.298083 18.372792 -0.82 -0.25 0.85 0.053
H 18.054368 12.316507 17.754411 0.18 0.26 -0.14 0.096
H 18.367275 13.096780 16.182450 -0.65 -0.04 -0.44 0.069
H 19.535455 13.255888 17.358392 1.07 0.41 0.81 0.067
H 19.893026 13.502190 12.924696 0.27 0.57 -1.90 0.074
H 20.507492 13.799565 14.533783 -0.73 -0.32 -0.42 0.107
H 18.790340 13.344130 14.161748 -1.47 0.32 0.64 0.055
C 26.033580 17.122909 18.674917 0.83 0.08 -0.08 -0.019
C 25.234086 18.195932 17.993652 -0.72 0.29 -1.60 -0.361
C 23.794026 18.214815 18.489623 1.06 2.13 1.63 -0.106
C 23.107032 19.552139 18.265384 0.24 -0.95 0.07 -0.143
C 23.917048 20.726238 18.667203 -0.01 1.57 -0.45 -0.135
C 25.282684 20.860325 18.076680 0.34 1.84 -1.26 -0.435
N 25.978934 19.604044 18.145974 -8.36 -2.91 -1.15 -0.028
O 27.074649 19.505332 18.224585 8.86 0.22 0.74 0.249
C 26.137273 21.847776 18.855809 -0.08 0.23 0.06 -0.001
C 25.124470 21.337432 16.568238 1.81 -1.08 -0.51 0.028
C 25.244290 17.889171 16.444231 0.52 1.91 -0.25 0.019
H 25.993578 17.102116 19.761419 -0.33 0.14 0.04 0.076
H 27.096370 17.083915 18.401113 -0.33 0.23 -0.11 0.099
H 25.581968 16.260550 18.220730 -0.19 -0.90 0.24 0.081
H 23.909168 18.170873 19.580986 -0.52 -0.80 -0.02 0.106
H 23.234794 17.447832 18.013306 -0.27 -1.05 0.01 0.104
H 22.245933 19.632973 18.893025 -0.98 -0.30 0.12 0.105
H 22.799754 19.604803 17.232454 -0.22 0.35 -0.43 0.123
H 24.000191 21.056849 19.681954 -0.28 -0.92 1.17 0.105
H 23.368273 21.556119 18.265272 -0.29 0.78 -0.37 0.116
H 27.137297 21.972523 18.467714 0.21 -0.03 -0.33 0.089
H 26.224778 21.532682 19.887769 -0.04 -0.05 0.34 0.078
H 25.638374 22.807041 18.822283 -0.15 0.20 0.08 0.104
H 25.166306 22.421524 16.574455 -0.55 0.08 0.13 0.095
H 24.240176 20.908947 16.116322 -0.35 0.26 0.02 0.065
H 25.951587 21.049228 15.847880 -0.62 0.05 1.15 0.098
H 25.182550 18.782822 15.757943 -0.22 -0.62 0.96 0.077
H 24.388133 17.258858 16.173883 0.70 -0.16 0.18 0.060
H 26.242092 17.496076 16.249767 -0.28 -0.61 -0.32 0.096
C 16.532256 18.136145 16.849542 -0.41 -0.50 -1.77 0.001
C 16.222017 17.953823 18.307076 -0.60 0.01 2.06 -0.451
C 16.083299 16.475945 18.629128 -1.19 -1.03 -1.20 -0.126
C 17.382776 15.682358 18.400880 -0.97 -0.26 2.07 -0.150
C 18.279763 16.101292 19.555914 0.37 -1.09 1.22 -0.132
C 18.696534 17.543872 19.455073 -0.05 0.10 -0.77 -0.391
N 17.337929 18.373037 19.281196 2.26 -2.15 -2.89 0.022
O 17.321791 19.417906 19.728910 -0.44 3.36 2.00 0.257
C 19.526537 17.851799 18.196421 0.00 0.30 0.80 0.026
C 19.407026 18.057678 20.684540 0.24 -0.22 0.35 -0.012
C 14.980889 18.664199 18.848363 -1.37 -0.15 0.19 -0.016
H 17.408222 18.695137 16.541498 0.16 -0.03 0.38 0.074
H 15.702547 18.603718 16.289818 0.17 0.17 0.73 0.114
H 16.540356 17.117335 16.419154 0.50 0.56 0.00 0.100
H 15.302592 16.193032 17.854844 0.57 -0.29 1.33 0.161
H 15.719135 16.308826 19.697523 0.28 0.09 -1.47 0.133
H 17.819506 15.754765 17.436960 0.38 0.47 -0.86 0.099
H 17.150077 14.638163 18.537198 -0.22 -0.46 0.03 0.096
H 19.193100 15.463058 19.690624 -0.61 0.59 -0.44 0.132
H 17.709771 15.947834 20.530559 0.59 0.17 -1.07 0.132
H 19.234718 17.439107 17.266633 -0.84 -0.38 -0.80 0.075
H 20.479608 17.390236 18.373983 0.69 -0.14 0.32 0.095
H 19.671681 18.915375 18.095394 0.10 0.48 -0.09 0.077
H 19.697865 19.113056 20.629073 -0.13 -0.24 -0.08 0.108
H 20.338611 17.460878 20.881136 -0.93 0.43 -0.42 0.108
H 18.734047 17.899549 21.520553 0.21 0.15 0.28 0.054
H 14.098725 18.321710 18.269554 0.55 -0.36 0.29 0.110
H 14.863884 19.761444 18.705843 0.86 -0.63 0.51 0.106
H 14.831385 18.283043 19.914022 0.00 1.04 -1.23 0.090
C 21.942561 15.986118 26.067209 0.83 0.53 0.79 -0.042
C 22.710340 16.562243 24.841313 -0.55 -0.37 0.88 -0.133
N 22.863563 15.636711 23.613347 -0.28 2.32 1.45 -0.263
C 23.739655 16.403718 22.686735 1.19 0.21 0.75 0.006
C 23.537010 14.364216 23.947890 0.02 0.42 -0.68 -0.175
C 24.698011 14.363642 24.920382 0.40 0.08 1.00 -0.061
C 21.458623 15.536401 23.043207 1.05 -0.92 -0.51 -0.048
C 21.230882 14.492565 21.908656 0.15 1.82 0.81 -0.204
O 21.047397 13.216269 22.404329 1.32 0.30 0.93 -0.176
C 20.118606 12.422475 21.710329 -0.67 1.31 -0.17 -0.059
H 22.082807 16.668696 26.960206 -0.01 -0.35 -1.22 0.107
H 22.318647 15.027032 26.461267 -0.04 0.18 -0.58 0.068
H 20.878061 15.917622 25.940816 -0.48 -0.08 -0.32 0.037
H 23.688487 16.861443 25.164681 0.73 -0.14 -0.08 0.112
H 22.261195 17.491713 24.486135 -0.29 -0.26 -0.08 0.119
H 23.778316 15.920034 21.750070 0.05 -0.86 -1.07 0.092
H 24.755503 16.392706 23.142333 -0.71 0.31 -0.48 0.109
H 23.421248 17.422671 22.482780 -0.26 -0.03 0.57 0.080
H 23.846390 14.024509 22.950300 0.00 -0.50 0.48 0.146
H 22.766466 13.750837 24.335567 -0.70 -0.96 0.18 0.120
H 25.567732 14.988273 24.678139 -0.54 0.36 0.01 0.080
H 25.095948 13.379185 24.709168 0.17 -0.52 0.62 0.078
H 24.444206 14.468474 26.042225 0.26 -0.17 -1.98 0.108
H 21.362875 16.568902 22.690391 -0.79 -0.38 -0.07 0.111
H 20.771385 15.295530 23.858473 0.09 0.23 -0.12 0.121
H 21.951649 14.608925 21.087580 0.12 -0.39 0.09 0.123
H 20.317080 14.949404 21.557467 -0.87 -0.36 -0.67 0.094
H 20.490340 12.209912 20.719459 0.09 -0.59 -0.35 0.081
H 19.237113 13.082525 21.587318 -0.23 -0.87 0.03 0.100
H 19.938766 11.557868 22.337393 -0.25 -0.16 -0.33 0.099
N 9.266078 16.871697 20.643247 -1.17 2.85 0.27 -0.335
S 8.788649 18.161305 19.816648 1.01 -1.04 1.00 0.506
O 7.845151 17.971516 18.786879 -0.68 -0.19 -0.39 -0.251
O 9.956572 18.931599 19.587344 0.23 0.79 -0.22 -0.283
F 8.020452 18.932328 20.976997 0.07 -0.26 -0.18 -0.185
S 9.299009 15.415792 20.268742 1.53 -1.83 -2.27 0.543
O 8.089897 14.771787 19.793783 1.59 0.60 0.95 -0.284
O 10.213902 14.829745 21.230296 -1.13 -0.72 -0.26 -0.333
F 10.296066 15.433463 18.900444 -1.37 -0.08 1.35 -0.244
N 24.373429 12.872569 17.520379 -1.34 0.87 0.17 -0.309
S 23.192064 13.900248 17.149806 4.82 0.38 0.84 0.526
O 22.086682 13.508975 16.388464 -1.91 -0.91 -1.02 -0.264
O 23.828607 15.143339 16.781272 -1.21 -0.34 1.01 -0.279
F 22.608332 13.990746 18.637883 -0.01 0.61 -0.23 -0.204
S 24.946754 11.763882 16.581500 2.05 3.49 0.12 0.390
O 26.342162 11.565220 16.816269 -0.28 -0.66 0.84 -0.289
O 24.619104 11.950466 15.225859 -1.27 -0.53 -1.78 -0.275
F 24.186899 10.587687 17.145981 -0.91 -2.72 0.37 -0.139
N 18.923868 23.059320 16.928174 -3.78 0.67 -2.66 -0.308
S 19.923909 22.687646 17.988718 0.88 -3.74 1.63 0.436
O 21.279285 23.092829 17.760711 -0.78 0.99 -0.09 -0.288
O 19.802032 21.291492 18.390716 0.00 0.60 0.24 -0.351
F 19.392033 23.451349 19.280010 0.45 0.43 0.03 -0.198
S 17.364586 22.411685 16.799107 2.62 2.01 0.41 0.563
O 17.361246 21.017849 16.608401 0.30 -1.75 1.22 -0.277
O 16.476517 23.052897 15.899132 0.44 1.48 -0.03 -0.271
F 16.847140 22.864815 18.252759 -0.10 -0.90 -0.52 -0.199
N 15.703981 10.426594 20.636655 -0.34 -0.87 1.07 -0.314
S 17.076204 9.744848 20.951971 0.75 2.32 -0.62 0.457
O 17.276386 9.560150 22.345986 -0.38 -0.23 0.23 -0.277
O 18.135337 10.332717 20.180676 0.29 0.24 0.23 -0.314
F 17.028446 8.327169 20.353909 -0.75 -1.38 -0.33 -0.147
S 15.373812 11.301884 19.404781 -0.73 0.08 -2.06 0.491
O 15.783822 10.795373 18.126466 0.03 -0.50 0.38 -0.294
O 15.598424 12.700027 19.570407 -0.13 0.47 0.83 -0.301
F 13.755489 11.145345 19.370806 1.39 0.06 0.46 -0.197
N 14.989534 11.629344 11.950579 -2.05 0.25 -0.10 -0.318
S 14.097655 12.450813 12.974733 1.58 1.46 -0.79 0.522
O 14.887104 12.948499 14.039575 0.39 0.33 0.74 -0.296
O 12.913018 11.749562 13.262240 -1.04 -0.43 -0.24 -0.274
F 13.606771 13.887028 12.253533 0.47 -1.87 0.13 -0.245
S 16.166146 11.972080 11.026592 2.90 -0.96 2.15 0.437
O 16.781916 10.718305 10.633229 -0.63 1.05 -0.22 -0.326
O 17.070380 12.986739 11.526528 -0.62 -0.33 -0.43 -0.315
F 15.566063 12.588133 9.754571 -0.77 0.40 -1.12 -0.151
N 18.602444 16.692035 25.002744 -1.01 -0.45 -0.78 -0.304
S 17.582309 15.518380 24.620057 -0.48 4.28 1.11 0.458
O 16.213565 15.733590 25.034320 0.74 -0.08 -0.38 -0.304
O 18.233227 14.344217 24.940765 1.09 -3.25 0.69 -0.246
F 17.523602 15.569124 23.059214 -0.17 0.00 -0.94 -0.175
S 18.684779 18.189939 24.486882 1.88 -1.13 1.60 0.470
O 19.877173 18.380055 23.713003 -0.05 0.08 0.07 -0.296
O 18.454280 19.092799 25.569464 -0.54 0.12 -0.68 -0.272
F 17.564232 18.292268 23.424092 -1.40 0.45 -0.45 -0.168
N 23.180233 19.275585 14.091758 -0.05 -0.79 -1.44 -0.301
S 22.506899 17.817008 13.871080 1.20 2.32 1.26 0.401
O 21.427741 17.712352 14.767279 -1.31 -0.18 1.08 -0.283
O 23.438389 16.766744 13.830081 1.22 -1.25 -0.28 -0.267
F 21.896006 17.885807 12.480630 -0.93 0.01 -1.80 -0.137
S 23.986590 20.018838 12.916526 -3.46 0.18 2.12 0.530
O 24.058459 19.311899 11.672623 0.74 0.83 0.40 -0.286
O 24.971628 20.755193 13.612109 2.67 0.10 -0.49 -0.320
F 23.007751 21.318326 12.663998 -0.04 -1.17 -0.79 -0.237
N 25.584462 19.336807 21.730906 4.32 -2.24 -1.46 -0.313
S 27.121738 19.074630 22.251168 -0.03 -0.37 -1.09 0.543
O 27.690387 20.040605 23.126696 -0.81 0.20 0.54 -0.271
O 27.976884 18.670740 21.170018 -1.21 0.02 -0.04 -0.298
F 27.033885 17.706006 23.124050 -0.55 0.80 -0.29 -0.214
S 24.571261 20.079426 22.570110 -1.59 -1.47 3.25 0.461
O 24.648994 21.474191 22.448329 -0.69 1.56 -0.42 -0.248
O 24.465374 19.511115 23.913368 -0.62 0.62 -1.56 -0.307
F 23.238309 19.558009 21.734972 1.08 0.78 0.95 -0.217
```
Forces are in eV/Å.

Summary:
* M: 2212.3 u
* E_LUMO: 1.487 eV
* spin multiplicity: 1
* energy relative to the best compared isomer or geometry (same formula, charge and spin): 0.00 kJ/mol
* charge: -3